90
Properties=species:S:1:pos:R:3:lowdin_charge:R:1 method="wB97M-V/def2-TZVPD" lumo_energy_ev=-8.93 charge=+3 gap_ev=4.500 e_above_lowest_ev=0.278
Rh -1.587 -1.027 0.193 0.986
C -5.155 -0.291 -2.186 -0.068
C -4.113 -0.078 -1.287 -0.076
N -3.105 -0.937 -1.210 -0.011
C -3.121 -2.023 -2.019 -0.151
C -4.187 -2.220 -2.882 -0.012
N -5.195 -1.359 -2.966 0.147
C -1.994 -2.972 -1.840 -0.186
C -1.538 -3.901 -2.752 0.081
C -0.388 -4.650 -2.457 -0.093
C 0.258 -4.420 -1.235 0.090
C -0.235 -3.461 -0.374 -0.168
N -1.349 -2.788 -0.681 -0.023
C 0.386 -2.988 0.890 -0.149
C 1.332 -3.687 1.614 -0.012
N 1.823 -3.229 2.764 0.146
C 1.362 -2.075 3.212 -0.044
C 0.401 -1.347 2.510 -0.054
N -0.067 -1.797 1.356 -0.022
C 0.161 -5.603 -3.440 -0.184
C 1.535 -5.792 -3.554 -0.005
C 2.006 -6.673 -4.517 -0.098
N 1.207 -7.352 -5.334 0.103
C -0.106 -7.177 -5.217 -0.094
C -0.677 -6.316 -4.290 -0.001
H -5.973 0.415 -2.265 0.135
H -4.075 0.794 -0.648 0.122
H -4.236 -3.102 -3.509 0.139
H -2.029 -4.012 -3.709 0.136
H 1.139 -4.988 -0.971 0.133
H 1.694 -4.650 1.274 0.138
H 1.748 -1.715 4.158 0.135
H 0.011 -0.408 2.880 0.124
H 2.239 -5.250 -2.935 0.113
H 3.069 -6.839 -4.640 0.123
H -0.731 -7.749 -5.892 0.124
H -1.755 -6.241 -4.221 0.118
C 8.290 8.285 0.823 -0.039
O 7.092 8.182 1.595 -0.045
C 6.250 7.176 1.362 -0.267
C 6.502 6.130 0.469 0.007
C 5.539 5.159 0.277 -0.019
C 4.322 5.205 0.956 -0.169
C 4.102 6.235 1.884 -0.006
C 5.051 7.202 2.089 0.031
C 3.269 4.238 0.724 -0.215
N 2.120 4.185 1.387 0.200
C 1.443 3.146 0.852 -0.170
C 2.166 2.529 -0.160 -0.116
N 3.335 3.242 -0.224 0.198
C 1.679 1.407 -0.879 -0.045
C 2.299 0.785 -1.983 0.053
C 1.696 -0.285 -2.588 0.002
C 0.478 -0.762 -2.088 -0.074
N -0.127 -0.201 -1.055 0.018
C 0.443 0.882 -0.453 -0.134
C -0.297 1.495 0.599 -0.155
N -1.479 0.910 0.927 -0.031
C -2.262 1.509 1.809 -0.116
C -1.910 2.708 2.438 0.004
C -0.689 3.279 2.165 0.068
C 0.152 2.661 1.224 -0.049
H 8.718 9.249 1.074 0.102
H 8.066 8.249 -0.244 0.099
H 8.989 7.492 1.091 0.103
H 7.441 6.071 -0.059 0.112
H 5.766 4.350 -0.410 0.108
H 3.166 6.263 2.424 0.116
H 4.896 8.011 2.789 0.133
H 4.101 3.098 -0.860 0.158
H 3.241 1.161 -2.361 0.136
H 2.135 -0.760 -3.453 0.129
H -0.016 -1.604 -2.553 0.112
H -3.184 1.005 2.040 0.041
H -2.597 3.164 3.137 0.126
H -0.361 4.192 2.645 0.142
C -5.541 -2.509 4.011 -0.222
As -5.104 -1.344 2.563 0.767
C -5.288 0.451 3.225 -0.240
C -6.462 -1.526 1.223 -0.222
S -3.137 -1.913 1.912 0.257
H -6.537 -2.250 4.365 0.064
H -4.811 -2.381 4.807 0.057
H -5.519 -3.540 3.664 0.057
H -6.198 0.489 3.825 0.062
H -5.384 1.151 2.397 0.045
H -4.436 0.709 3.850 0.046
H -7.423 -1.280 1.674 0.063
H -6.479 -2.550 0.854 0.057
H -6.260 -0.841 0.404 0.016

---

20
Properties=species:S:1:pos:R:3:lowdin_charge:R:1 method="wB97M-V/def2-TZVPD" smiles="O=Cc1ccccc1SBr.N#CC#[N+][O-]" lumo_energy_ev=-0.85 gap_ev=7.900 e_above_lowest_ev=0.861
O -1.003 3.065 -0.091 -0.054
C -0.936 1.935 -0.507 -0.271
C 0.088 0.944 -0.181 -0.247
C -0.005 -0.331 -0.698 -0.098
C 0.917 -1.311 -0.436 -0.071
C 2.089 -0.999 0.340 -0.022
C 2.146 0.291 0.940 -0.127
C 1.180 1.181 0.686 -0.520
S 1.464 2.907 1.355 0.437
Br 1.734 3.834 -0.554 0.350
H -1.537 1.473 -1.379 0.144
H -0.915 -0.503 -1.322 0.108
H 1.005 -2.391 -0.663 0.119
H 2.994 -1.596 0.358 0.105
H 3.139 0.691 1.358 0.134
N -1.271 -2.132 2.230 0.200
C -1.751 -1.766 1.240 -0.213
C -2.593 -1.677 0.161 0.021
N -3.058 -1.806 -0.930 -0.107
O -3.685 -1.810 -1.910 0.112

---

9
Properties=species:S:1:pos:R:3:lowdin_charge:R:1 method="wB97M-V/def2-TZVPD" lumo_energy_ev=-0.90 gap_ev=7.888 e_above_lowest_ev=3.465
C 0.889 1.383 -0.008 -0.997
C -1.000 -0.841 -0.291 -0.420
N -0.159 1.177 0.682 -0.106
N -0.948 0.193 0.788 -0.179
S 1.696 2.235 -1.011 0.731
S 1.972 -0.679 0.570 0.281
S 0.225 -1.588 0.813 0.540
H -1.874 -1.367 -0.209 0.038
H -0.801 -0.514 -1.335 0.112

---

79
Properties=species:S:1:pos:R:3:lowdin_charge:R:1 method="wB97M-V/def2-TZVPD" lumo_energy_ev=-5.81 charge=+1 gap_ev=5.636
Na 20.328 23.819 2.349 0.252
Sn 20.825 20.110 5.937 1.705
Sn 17.597 20.483 2.180 1.669
B 18.774 18.596 4.086 -0.574
H 18.020 18.045 3.376 -0.025
H 19.029 17.911 5.012 -0.018
H 19.758 18.869 3.503 -0.040
H 18.245 19.604 4.399 -0.120
B 18.292 23.123 0.870 -0.481
H 18.678 24.133 0.430 0.000
H 17.911 23.288 1.977 -0.048
H 17.398 22.700 0.232 -0.021
H 19.147 22.383 0.957 -0.066
B 19.423 22.060 4.169 -0.622
H 18.828 21.331 4.884 -0.074
H 19.666 21.428 3.207 -0.065
H 18.771 22.960 3.949 -0.003
H 20.449 22.382 4.671 -0.009
As 22.148 20.360 1.799 0.809
F 22.668 18.703 1.923 -0.228
F 22.183 20.514 3.580 -0.359
F 21.721 22.062 1.642 -0.243
F 22.044 20.156 0.044 -0.249
F 20.454 19.928 1.822 -0.329
F 23.799 20.830 1.599 -0.221
C 15.033 24.743 1.995 -0.070
C 15.095 23.835 3.200 -0.242
N 15.072 22.384 2.919 -0.202
C 14.261 21.988 1.734 -0.250
C 12.737 22.080 1.900 -0.072
C 14.646 21.598 4.077 -0.291
C 15.379 21.842 5.366 -0.074
H 15.306 25.774 2.204 0.085
H 14.027 24.766 1.568 0.077
H 15.670 24.332 1.210 0.061
H 16.042 24.064 3.699 0.102
H 14.320 24.073 3.940 0.123
H 14.652 22.475 0.844 0.106
H 14.571 20.942 1.623 0.082
H 12.256 21.842 0.948 0.083
H 12.304 21.268 2.489 0.073
H 12.373 23.032 2.280 0.081
H 14.519 20.529 3.883 0.123
H 13.592 21.889 4.209 0.112
H 15.235 22.815 5.831 0.059
H 16.475 21.784 5.302 0.061
H 15.135 21.000 6.016 0.089
C 23.077 24.755 3.530 -0.059
C 22.697 25.901 2.571 -0.199
N 21.231 26.161 2.628 -0.232
C 20.752 27.055 1.571 -0.243
C 20.881 26.515 0.158 -0.070
C 20.779 26.616 3.942 -0.231
C 19.252 26.801 3.990 -0.081
H 22.502 23.877 3.230 0.047
H 22.995 24.965 4.593 0.072
H 24.128 24.526 3.346 0.088
H 23.184 26.822 2.914 0.124
H 23.003 25.635 1.565 0.111
H 19.675 27.205 1.612 0.108
H 21.273 28.017 1.674 0.128
H 21.758 25.917 -0.097 0.071
H 20.047 25.829 -0.017 0.051
H 20.766 27.265 -0.624 0.085
H 21.262 27.583 4.140 0.128
H 21.049 25.907 4.723 0.104
H 18.996 26.816 5.056 0.062
H 18.657 26.023 3.513 0.075
H 18.940 27.819 3.757 0.080
C 17.543 24.648 6.821 -0.010
C 18.121 23.468 7.563 -0.480
O 19.220 23.041 7.269 0.019
C 17.431 23.178 8.871 -0.008
H 18.086 24.806 5.888 0.061
H 17.596 25.623 7.305 0.104
H 16.519 24.350 6.587 0.066
H 17.422 22.108 9.077 0.087
H 16.403 23.528 8.789 0.082
H 17.942 23.726 9.661 0.102

---

10
Properties=species:S:1:pos:R:3:lowdin_charge:R:1 method="wB97M-V/def2-TZVPD" smiles="[H]/N=C1/N=CC(F)=C1F" lumo_energy_ev=-1.24 gap_ev=8.583 e_above_lowest_ev=0.915
H 1.502 -1.255 1.571 0.044
N 1.397 -0.293 1.713 0.262
C 0.506 -0.138 0.840 -0.402
N -0.031 1.147 0.829 0.111
C -0.881 1.187 -0.112 -0.063
C -0.701 0.095 -1.056 -0.163
F -1.028 -0.129 -2.324 0.117
C 0.155 -0.726 -0.407 -0.174
F 0.803 -1.808 -0.818 0.125
H -1.722 1.921 -0.238 0.144

---

24
Properties=species:S:1:pos:R:3:lowdin_charge:R:1 method="wB97M-V/def2-TZVPD" smiles="C[C@@H]1[C@@H]2C(=[NH2+])NC(=[NH2+])N[C@]12N" lumo_energy_ev=-7.77 charge=+2 gap_ev=9.544 e_above_lowest_ev=1.345
C 0.536 1.038 2.078 0.007
C 0.883 -0.326 1.369 -0.072
C 1.237 -0.379 -0.191 -0.037
C 0.881 0.571 -1.115 -0.288
N 1.769 0.934 -2.012 0.245
N -0.447 1.013 -1.175 0.221
C -1.615 0.309 -0.553 -0.264
N -2.817 0.735 -0.748 0.291
N -1.320 -0.727 0.157 0.201
C -0.011 -1.220 0.502 -0.273
N -0.054 -2.716 0.404 0.126
H -0.526 1.362 2.014 0.094
H 1.094 1.896 1.717 0.090
H 0.857 0.951 3.084 0.077
H 1.672 -0.908 1.791 0.142
H 2.112 -0.910 -0.424 0.147
H 2.758 0.706 -1.814 0.172
H 1.610 1.552 -2.863 0.195
H -0.697 1.790 -1.886 0.217
H -3.041 1.395 -1.437 0.142
H -3.540 0.450 -0.170 0.138
H -2.078 -1.170 0.637 0.189
H 0.571 -3.126 1.116 0.112
H 0.166 -3.219 -0.482 0.127

---

40
Properties=species:S:1:pos:R:3:lowdin_charge:R:1 method="wB97M-V/def2-TZVPD" lumo_energy_ev="-0.87 / -0.87" gap_ev="5.354 / 5.353" e_above_lowest_ev=1.535
C 0.374 2.235 0.486 -0.222
C 1.838 2.448 0.924 -0.103
H 0.168 2.702 -0.491 0.099
H -0.343 2.741 1.153 0.101
H 0.011 1.163 0.754 0.052
H 2.491 2.706 0.085 0.061
H 1.930 3.271 1.653 0.083
H 2.250 1.553 1.400 0.066
C -2.117 1.145 -1.008 -0.045
C -3.288 0.654 -1.580 -0.027
C -3.335 -0.681 -2.016 -0.033
C -2.228 -1.509 -1.821 0.018
H -2.039 2.136 -0.552 0.129
H -4.144 1.328 -1.651 0.114
H -4.224 -1.063 -2.520 0.115
H -2.242 -2.578 -2.054 0.113
N -1.006 0.391 -0.983 0.092
C -1.072 -0.941 -1.267 -0.151
C 0.101 -1.674 -0.806 -0.166
N 1.010 -0.920 -0.109 0.096
C 2.092 -1.528 0.430 -0.051
C 1.377 -3.665 -0.466 -0.036
C 2.299 -2.899 0.255 -0.026
H 2.800 -0.910 1.006 0.135
H 3.174 -3.358 0.712 0.112
C 0.248 -3.050 -0.979 0.011
H -0.535 -3.569 -1.527 0.109
H 1.533 -4.726 -0.640 0.113
Be 0.657 0.790 -0.535 -0.046
C 1.766 1.091 -1.801 -0.150
H 1.591 0.359 -2.602 0.003
H 2.780 0.881 -1.404 0.011
H 1.765 2.091 -2.267 0.013
F 0.863 -0.344 2.791 0.012
C -0.317 0.036 2.224 -0.401
F -1.005 -1.097 1.951 0.022
C -1.113 0.959 3.116 -0.560
F -1.495 0.393 4.282 0.122
F -0.381 2.075 3.404 0.109
F -2.234 1.364 2.451 0.105

---

98
Properties=species:S:1:pos:R:3:lowdin_charge:R:1 method="wB97M-V/def2-TZVPD" lumo_energy_ev=-4.89 charge=+2 gap_ev=7.013
K -1.115 -4.030 0.083 0.866
P -0.934 -0.470 0.920 0.291
F -2.402 0.236 1.295 -0.167
F -1.206 -1.797 1.903 -0.191
F -1.793 -1.185 -0.210 -0.186
F 0.447 -1.278 0.413 -0.220
F -0.543 0.738 -0.054 -0.171
F -0.018 0.332 2.084 -0.179
C -1.422 3.298 2.034 0.041
N -2.646 4.110 1.479 -0.301
C -2.969 5.267 2.402 0.006
C -2.467 4.668 0.042 0.039
C -3.798 3.099 1.450 -0.143
C -5.265 3.547 1.280 -0.181
O -6.134 2.390 1.582 -0.015
H -0.610 3.994 2.246 0.101
H -1.065 2.611 1.267 0.075
H -1.664 2.903 3.021 0.119
H -2.035 5.778 2.635 0.106
H -3.341 4.921 3.367 0.120
H -3.612 6.006 1.923 0.109
H -3.264 5.350 -0.256 0.111
H -2.435 3.847 -0.674 0.076
H -1.463 5.089 -0.008 0.109
H -3.771 2.601 2.419 0.128
H -3.502 2.348 0.718 0.121
H -5.239 3.889 0.245 0.118
H -5.364 4.439 1.898 0.111
H -5.942 2.198 2.502 0.089
C -2.143 -1.975 -7.759 -0.069
C -1.218 -1.347 -6.636 -0.192
C -2.027 -0.595 -5.533 -0.113
N -1.197 0.076 -4.431 -0.244
C -0.424 -0.996 -3.672 0.030
C -2.118 0.677 -3.382 -0.083
C -1.412 1.923 -2.881 -0.168
C -0.507 2.406 -3.947 -0.158
C -0.335 1.289 -4.958 -0.045
H -2.742 -1.149 -8.142 0.075
H -2.677 -2.866 -7.429 0.080
H -1.664 -2.359 -8.660 0.079
H -0.551 -0.615 -7.092 0.103
H -0.559 -2.141 -6.284 0.100
H -2.741 -1.107 -4.887 0.134
H -2.629 0.158 -6.043 0.133
H -0.959 -1.905 -3.399 0.119
H 0.037 -0.453 -2.846 0.106
H 0.377 -1.273 -4.358 0.098
H -2.342 -0.090 -2.640 0.133
H -2.930 1.016 -4.025 0.139
H -0.763 1.678 -2.040 0.093
H -2.121 2.704 -2.604 0.114
H 0.494 2.589 -3.557 0.123
H -0.861 3.310 -4.443 0.129
H 0.705 0.969 -5.017 0.130
H -0.582 1.522 -5.994 0.133
C 3.056 1.587 4.574 -0.089
C 3.158 0.803 3.291 -0.235
C 4.486 0.937 2.466 -0.094
N 4.662 -0.068 1.316 -0.237
C 3.362 -0.151 0.430 0.055
C 5.092 -1.431 1.849 -0.077
C 6.303 -1.870 0.947 -0.089
C 6.406 -0.786 -0.179 -0.134
C 5.790 0.464 0.452 -0.123
H 3.916 1.269 5.163 0.085
H 2.122 1.613 5.135 0.090
H 3.312 2.628 4.372 0.073
H 2.291 0.896 2.638 0.079
H 3.094 -0.221 3.661 0.112
H 5.416 0.919 3.033 0.140
H 4.314 1.876 1.939 0.131
H 2.477 -0.424 1.004 0.074
H 3.483 -0.907 -0.346 0.103
H 3.372 0.747 -0.188 0.100
H 4.285 -2.143 2.022 0.124
H 5.397 -1.317 2.890 0.127
H 5.926 -2.719 0.377 0.113
H 7.165 -2.006 1.600 0.125
H 5.847 -0.983 -1.094 0.112
H 7.453 -0.520 -0.324 0.123
H 5.357 1.159 -0.267 0.128
H 6.575 0.918 1.056 0.140
C 1.545 -4.362 2.607 -0.631
F 1.598 -4.681 1.293 0.088
F 2.735 -4.294 3.208 0.152
F 0.917 -3.141 2.675 0.051
S 0.376 -5.429 3.577 0.725
O 0.875 -6.819 3.332 -0.314
O 0.429 -4.934 4.940 -0.265
N -1.132 -5.209 2.619 -0.368
S -2.117 -5.650 3.731 0.570
O -2.272 -7.118 3.959 -0.287
O -2.153 -4.758 4.909 -0.310
C -3.583 -5.123 2.653 -0.672
F -3.790 -6.098 1.840 0.164
F -4.650 -5.061 3.503 0.109
F -3.434 -3.941 1.991 0.071

---

70
Properties=species:S:1:pos:R:3:lowdin_charge:R:1 method="wB97M-V/def2-TZVPD" lumo_energy_ev=1.92 charge=-1 gap_ev=6.103
C 3.070 -2.863 -0.086 -0.126
C 2.377 -2.998 -1.448 -0.452
C 3.123 -2.193 -2.519 -0.785
I 2.585 -3.046 -4.456 0.633
In 2.526 -0.009 -2.508 0.684
N 0.875 0.143 -3.861 -0.174
C 4.092 1.345 -3.340 -0.263
C 4.796 2.241 -2.297 -0.278
C 6.161 1.681 -1.877 -0.169
O 6.371 1.662 -0.445 -0.030
C 5.463 0.921 0.236 -0.550
C 5.044 1.587 1.514 0.020
O 5.048 -0.134 -0.163 0.111
C 1.764 0.610 -0.491 -0.230
C 0.443 1.378 -0.628 -0.229
C 0.533 2.791 -1.123 -0.502
O -0.423 3.438 -1.467 0.090
O 1.790 3.362 -1.131 0.045
H 4.156 -2.843 -0.195 0.065
H 2.800 -3.689 0.581 0.059
H 2.785 -1.936 0.415 0.046
H 1.345 -2.639 -1.365 0.070
H 2.330 -4.053 -1.741 0.056
H 4.199 -2.344 -2.444 -0.008
H 0.835 1.054 -4.303 -0.075
H -0.014 -0.050 -3.415 -0.073
H 4.841 0.781 -3.902 0.027
H 3.600 1.987 -4.080 0.021
H 4.996 3.215 -2.765 0.095
H 4.172 2.447 -1.425 0.075
H 6.956 2.322 -2.260 0.116
H 6.335 0.684 -2.287 0.114
H 4.371 2.401 1.229 0.091
H 4.545 0.883 2.173 0.087
H 5.916 2.046 1.983 0.083
H 1.538 -0.305 0.059 0.009
H 2.531 1.196 0.013 0.014
H -0.238 0.857 -1.300 0.078
H -0.051 1.416 0.351 0.101
H 2.066 3.494 -2.048 0.111
C -2.120 -3.639 1.776 -0.220
C -3.431 -3.197 1.107 -0.209
C -3.237 -1.751 0.639 -0.227
S -1.478 -1.555 0.328 0.665
O -0.967 -0.620 1.298 -0.313
O -1.250 -1.407 -1.084 -0.301
C -0.997 -3.201 0.840 -0.225
H -2.096 -4.714 1.950 0.111
H -2.012 -3.139 2.741 0.117
H -3.636 -3.837 0.247 0.118
H -4.281 -3.273 1.784 0.108
H -3.784 -1.536 -0.274 0.106
H -3.511 -1.037 1.413 0.081
H -0.017 -3.153 1.311 0.105
H -0.951 -3.821 -0.055 0.112
C -5.750 2.731 2.230 -0.216
C -5.614 2.127 3.635 -0.213
C -6.623 0.975 3.739 -0.221
S -6.842 0.354 2.063 0.663
O -8.200 0.601 1.650 -0.321
O -6.261 -0.962 1.960 -0.331
C -5.772 1.549 1.268 -0.222
H -4.932 3.411 2.000 0.119
H -6.685 3.290 2.155 0.118
H -4.601 1.744 3.768 0.118
H -5.788 2.868 4.413 0.112
H -6.266 0.160 4.364 0.100
H -7.596 1.313 4.089 0.101
H -6.173 1.785 0.285 0.111
H -4.785 1.096 1.171 0.100

---

7
Properties=species:S:1:pos:R:3:lowdin_charge:R:1 method="wB97M-V/def2-TZVPD" lumo_energy_ev="-4.72 / -4.71" gap_ev="4.146 / 4.195" e_above_lowest_ev=3.469
C -0.222 -0.123 1.004 -0.436
C 0.507 0.168 -0.091 -0.436
F 1.051 -0.684 -0.936 0.103
F 0.993 1.436 -0.216 0.116
S -0.786 -1.758 1.355 0.771
Br -1.143 0.383 -2.826 -0.152
H -0.400 0.578 1.711 0.034

---

Result set for DFT total energy: -134695.7471, -97361.4731, -37588.6177, -116603.7862, -12592.3761, -13866.3097, -32798.7300, -120740.9871, -73134.2866, -88398.4735 eV, one per record in the order listed.